Run i
An isolated molecule of C5H5ClO, computed with wB97M-V/def2-TZVPD.

CARTESIAN COORDINATES (ANGSTROEM)
C (0.502, 0.112, -0.440)
C (-0.272, 0.619, 0.682)
C (2.202, -1.734, 0.063)
C (1.496, -0.786, -0.643)
C (-1.771, 0.977, 0.239)
O (0.053, 0.524, 1.847)
Cl (1.870, -3.157, 0.799)
H (0.377, 0.743, -1.379)
H (1.970, -0.652, -1.612)
H (-1.706, 1.723, -0.565)
H (-2.231, 1.486, 1.110)
H (-2.489, 0.144, -0.102)

As for the spin multiplicity: 1. The value obtained for the HOMO energy (alpha / beta) is -8.55 / -8.22 eV. The value obtained for the lowest unoccupied orbital energy (alpha / beta) is -0.0496 / -0.0283 hartree.

Run ii
An isolated molecule of C5H5ClO, computed with wB97M-V/def2-TZVPD.

CARTESIAN COORDINATES (ANGSTROEM)
C (0.656, 1.218, 0.043)
C (-0.412, 0.211, 0.058)
C (-0.704, -1.094, 0.132)
C (-2.087, -1.323, 0.153)
C (-2.853, -0.214, -0.033)
Cl (-4.405, 0.380, -0.067)
O (-1.801, 0.766, -0.140)
H (0.431, 2.020, 0.839)
H (0.707, 1.583, -0.982)
H (1.559, 0.744, 0.292)
H (-0.142, -2.025, 0.582)
H (-2.372, -2.367, 0.109)

As for the spin multiplicity: 1. The structure (SMILES) is Cc1ccc(Cl)o1. The value obtained for the HOMO energy is -8.49 eV. The value obtained for the lowest unoccupied orbital energy is 0.0345 hartree.

Of the structures shown above, run ii is the most stable.